DFT (ωB97M-V/def2-TZVPD) results for one molecule with the formula C2H5N3S3.

Computed properties:
Calculated total energy, Eh: -1437.995440
SMILES string: [H]/N=C(\NS)NSC=S
Energy relative to the best compared isomer or geometry (same formula, charge and spin), kcal per mole: 30.2
2S+1: 1
Frontier orbital gap, eV: 8.69
Strongest force on any atom, eV/A: 2.23

```
13
Properties=species:S:1:pos:R:3:nbo_charge:R:1
H -1.256 2.721 -0.085 0.333
N -0.567 1.985 0.079 -0.752
C -1.138 0.826 0.029 0.562
N -2.478 0.611 -0.300 -0.779
S -3.323 -0.863 -0.140 0.190
N -0.396 -0.286 0.239 -0.805
S 1.137 -0.275 0.912 0.585
C 2.158 -0.209 -0.470 -0.533
S 3.748 -0.211 -0.429 0.049
H -3.012 1.456 -0.431 0.407
H -3.426 -1.319 -1.406 0.106
H -0.901 -1.168 0.325 0.418
H 1.576 0.033 -1.372 0.217
```


DFT (ωB97M-V/def2-TZVPD) results for C2H5N3Si as an isolated structure.

Computed properties:
Calculated total energy, Eh: -532.902832
Energy relative to the best compared isomer or geometry (same formula, charge and spin), kcal per mole: 33.3
2S+1: 1
Frontier orbital gap, eV: 9.48
Strongest force on any atom, eV/A: 5.69

```
11
Properties=species:S:1:pos:R:3:nbo_charge:R:1
C -0.560 0.102 -1.251 0.347
C -0.839 -1.287 0.794 0.292
N -0.940 -0.875 -0.492 -0.634
N 0.574 0.763 -1.210 -0.872
N -0.130 -0.755 1.718 -0.878
Si 0.852 0.496 0.910 1.375
H -1.176 0.313 -2.047 0.158
H -1.357 -2.169 1.129 0.177
H 2.291 0.556 1.069 -0.181
H 0.097 1.717 1.270 -0.201
H 1.187 1.140 -1.890 0.417
```


DFT (ωB97M-V/def2-TZVPD) results for an isolated ion of composition C2H5N4 and charge +1.

Computed properties:
Calculated total energy, Eh: -297.847458
SMILES string: [H]/N=C(/C#[NH+])NN
Energy relative to the best compared isomer or geometry (same formula, charge and spin), kcal per mole: 66.5
2S+1: 1
Net charge: +1
Frontier orbital gap, eV: 8.14
Strongest force on any atom, eV/A: 4.87

```
11
Properties=species:S:1:pos:R:3:nbo_charge:R:1
H 1.152 -0.433 1.800 0.412
N 1.142 0.156 0.992 -0.608
C 0.336 0.146 0.030 0.273
C 0.914 0.902 -1.055 0.638
N 1.597 1.719 -1.494 -0.380
N -0.847 -0.373 -0.158 -0.414
N -1.405 -1.452 0.663 -0.597
H 2.391 2.149 -1.956 0.503
H -1.537 -0.138 -0.904 0.428
H -2.349 -1.549 0.440 0.376
H -1.394 -1.127 1.642 0.369
```


DFT (ωB97M-V/def2-TZVPD) results for C2H5N4 as an isolated structure.

Computed properties:
Calculated total energy, Eh: -297.796287
Energy relative to the best compared isomer or geometry (same formula, charge and spin), kcal per mole: 98.6
2S+1: 1
Net charge: +1
Frontier orbital gap, eV: 9.30
Strongest force on any atom, eV/A: 3.09

```
11
Properties=species:S:1:pos:R:3:nbo_charge:R:1
C -0.502 0.110 -0.459 0.321
C 0.112 -0.238 0.767 0.291
N 0.179 -0.897 -1.056 -0.092
N 0.444 -1.933 -0.412 -0.213
N -1.012 1.246 -0.973 -0.737
N 1.131 0.254 1.336 -0.683
H -0.343 -2.441 0.130 0.382
H -1.675 1.901 -0.639 0.449
H -1.485 1.012 -1.794 0.410
H 1.600 1.149 0.964 0.431
H 1.552 -0.165 2.139 0.441
```


DFT (ωB97M-V/def2-TZVPD) results for an isolated ion of composition C2H5N4O and charge +1.

Computed properties:
Calculated total energy, Eh: -373.111409
SMILES string: N#CO[NH+]=C(N)N
Energy relative to the best compared isomer or geometry (same formula, charge and spin), kcal per mole: 77.4
2S+1: 1
Net charge: +1
Frontier orbital gap, eV: 11.82
Strongest force on any atom, eV/A: 4.67

```
12
Properties=species:S:1:pos:R:3:nbo_charge:R:1
N 2.425 2.222 -1.423 -0.250
C 1.923 1.207 -1.422 0.478
O 1.132 0.064 -1.435 -0.311
N -0.138 0.351 -0.831 -0.266
C -0.426 -0.290 0.283 0.656
N -1.540 0.010 1.034 -0.808
N 0.332 -1.250 0.729 -0.720
H -0.736 0.882 -1.417 0.437
H -1.747 -0.352 2.040 0.458
H -2.387 0.292 0.486 0.438
H 0.025 -1.438 1.672 0.422
H 1.136 -1.697 0.282 0.465
```


DFT (ωB97M-V/def2-TZVPD) results for an isolated ion of composition C2H5N4S and charge -1.

Computed properties:
Calculated total energy, Eh: -696.308949
SMILES string: CN1C[N-][N+](=S)[N-]1
Energy relative to the best compared isomer or geometry (same formula, charge and spin), kcal per mole: 28.5
2S+1: 1
Net charge: -1
Frontier orbital gap (spin up / spin down), eV: 7.30 / 7.30
Strongest force on any atom, eV/A: 5.45

```
12
Properties=species:S:1:pos:R:3:nbo_charge:R:1
C -0.200 0.976 0.223 -0.440
N 0.668 0.340 -0.783 -0.335
C 0.927 -1.327 -0.427 -0.100
N 2.235 -1.237 0.120 -0.447
N 2.737 -0.048 -0.094 -0.033
S 4.297 0.293 0.248 -0.303
N 2.004 0.906 -0.541 -0.216
H -1.178 0.539 0.063 0.179
H 0.080 0.861 1.362 0.147
H -0.063 2.009 0.120 0.206
H 0.907 -1.886 -1.342 0.171
H 0.211 -1.381 0.346 0.170
```


DFT (ωB97M-V/def2-TZVPD) results for one molecule with the formula C2H5N5.

Computed properties:
Calculated total energy, Eh: -352.859358
SMILES string: Cc1nnnn1N
Energy relative to the best compared isomer or geometry (same formula, charge and spin), kcal per mole: 97.5
2S+1: 1
Frontier orbital gap, eV: 10.79
Strongest force on any atom, eV/A: 6.97

```
12
Properties=species:S:1:pos:R:3:nbo_charge:R:1
C -1.112 -1.749 -0.718 -0.651
C -0.501 -0.399 -0.215 0.356
N -1.282 0.560 0.151 -0.336
N -0.589 1.615 0.506 -0.036
N 0.675 1.384 0.251 -0.115
N 0.670 0.073 -0.166 -0.079
N 1.800 -0.844 0.205 -0.619
H -0.950 -2.383 0.210 0.249
H -0.858 -1.975 -1.725 0.240
H -2.135 -1.332 -0.766 0.252
H 2.747 -0.425 -0.071 0.376
H 1.952 -0.517 1.313 0.362
```


DFT (ωB97M-V/def2-TZVPD) results for one molecule with the formula C2H5NO.

Computed properties:
Calculated total energy, Eh: -209.046611
SMILES string: CN1CO1
Energy relative to the best compared isomer or geometry (same formula, charge and spin), kcal per mole: 110.3
2S+1: 1
Frontier orbital gap, eV: 10.43
Strongest force on any atom, eV/A: 4.77

```
9
Properties=species:S:1:pos:R:3:nbo_charge:R:1
C -1.108 0.506 -0.091 -0.474
N 0.171 0.626 0.549 -0.134
C 1.285 -0.730 0.124 0.052
O 1.269 0.547 -0.399 -0.406
H -1.715 -0.240 0.420 0.204
H -1.588 1.479 0.027 0.211
H -1.041 0.274 -1.157 0.198
H 1.970 -0.953 0.925 0.182
H 0.755 -1.510 -0.396 0.168
```


DFT (ωB97M-V/def2-TZVPD) results for one molecule with the formula C2H5NO.

Computed properties:
Calculated total energy, Eh: -209.004177
Energy relative to the best compared isomer or geometry (same formula, charge and spin), kcal per mole: 136.9
2S+1: 1
Frontier orbital gap (spin up / spin down), eV: 8.36 / 8.99
Strongest force on any atom, eV/A: 5.90

```
9
Properties=species:S:1:pos:R:3:nbo_charge:R:1
C -2.067 0.095 -0.030 -0.044
C 1.424 0.088 0.005 -0.481
N 0.153 0.715 -0.002 -0.189
O -0.812 -0.147 0.018 -0.219
H -2.695 -0.736 -0.172 0.168
H -2.593 1.171 -0.064 0.171
H 2.167 0.531 -0.602 0.216
H 1.846 -0.300 1.032 0.194
H 1.361 -1.032 -0.354 0.183
```


DFT (ωB97M-V/def2-TZVPD) results for one molecule with the formula C2H5NO.

Computed properties:
Calculated total energy, Eh: -209.067411
SMILES string: C=CON
Energy relative to the best compared isomer or geometry (same formula, charge and spin), kcal per mole: 97.2
2S+1: 1
Frontier orbital gap, eV: 10.26
Strongest force on any atom, eV/A: 4.74

```
9
Properties=species:S:1:pos:R:3:nbo_charge:R:1
C 0.037 1.177 1.418 -0.501
C -0.144 0.112 0.670 0.126
O 0.151 0.046 -0.917 -0.430
N 0.039 -1.189 -1.498 -0.535
H -0.216 1.222 2.511 0.235
H 0.523 2.113 0.968 0.226
H -0.446 -0.908 0.978 0.195
H -0.805 -1.357 -1.987 0.336
H 0.861 -1.217 -2.144 0.349
```


DFT (ωB97M-V/def2-TZVPD) results for one molecule with the formula C2H5NO.

Computed properties:
Calculated total energy, Eh: -209.091813
SMILES string: C=NOC
Energy relative to the best compared isomer or geometry (same formula, charge and spin), kcal per mole: 81.9
2S+1: 1
Frontier orbital gap, eV: 10.83
Strongest force on any atom, eV/A: 3.47

```
9
Properties=species:S:1:pos:R:3:nbo_charge:R:1
C 0.445 1.051 1.725 -0.178
N 0.509 0.464 0.558 -0.128
O -0.612 -0.077 0.035 -0.386
C -0.284 -0.780 -1.092 -0.255
H 1.366 1.554 2.095 0.211
H -0.545 1.073 2.131 0.176
H 0.615 -1.528 -1.150 0.192
H -0.103 -0.017 -1.907 0.173
H -1.263 -1.280 -1.235 0.195
```


DFT (ωB97M-V/def2-TZVPD) results for a 3-piece molecular cluster, C2H5NO overall.

Computed properties:
Calculated total energy, Eh: -209.012536
Energy relative to the best compared isomer or geometry (same formula, charge and spin), kcal per mole: 131.6
2S+1: 1
Frontier orbital gap, eV: 8.97
Strongest force on any atom, eV/A: 9.55

```
9
Properties=species:S:1:pos:R:3:nbo_charge:R:1
C -0.203 0.619 -1.261 -0.734
C 0.105 -0.114 0.045 0.613
H -1.085 1.284 -1.215 0.231
H -0.373 -0.167 -2.002 0.247
H 0.711 1.067 -1.627 0.245
H -0.658 1.723 1.409 0.260
H 0.017 0.308 2.191 0.380
N -0.833 0.055 1.056 -0.699
O 0.975 -0.953 0.144 -0.542
```


DFT (ωB97M-V/def2-TZVPD) results for one molecule with the formula C2H5NO.

Computed properties:
Calculated total energy, Eh: -209.109937
SMILES string: CNC=O
Energy relative to the best compared isomer or geometry (same formula, charge and spin), kcal per mole: 70.5
2S+1: 1
Frontier orbital gap, eV: 10.19
Strongest force on any atom, eV/A: 4.07

```
9
Properties=species:S:1:pos:R:3:nbo_charge:R:1
C 0.359 -0.980 -0.096 -0.427
N 0.307 0.443 -0.243 -0.694
C -0.711 1.279 0.409 0.455
O -1.298 0.974 1.420 -0.542
H -0.614 -1.292 0.300 0.218
H 0.519 -1.476 -1.065 0.199
H 1.138 -1.268 0.602 0.192
H 1.142 0.952 -0.523 0.390
H -0.745 1.515 -0.700 0.209
```


DFT (ωB97M-V/def2-TZVPD) results for a 2-piece molecular cluster, C2H5NO overall.

Computed properties:
Calculated total energy, Eh: -209.099384
SMILES string: [H]/N=C1/CO1.[H][H]
Energy relative to the best compared isomer or geometry (same formula, charge and spin), kcal per mole: 77.1
2S+1: 1
Frontier orbital gap, eV: 11.69
Strongest force on any atom, eV/A: 0.49

```
9
Properties=species:S:1:pos:R:3:nbo_charge:R:1
H 2.313 0.176 -0.081 0.361
N 1.406 -0.290 -0.060 -0.680
C 0.477 0.544 0.022 0.541
C -0.907 0.909 0.101 -0.159
O 0.234 1.862 0.094 -0.462
H -1.437 0.861 1.049 0.203
H -1.518 0.944 -0.798 0.203
H -0.591 -2.715 -0.171 -0.034
H 0.022 -2.290 -0.156 0.026
```


DFT (ωB97M-V/def2-TZVPD) results for one molecule with the formula C2H5NO.

Computed properties:
Calculated total energy, Eh: -209.009724
SMILES string: C=NOC
Energy relative to the best compared isomer or geometry (same formula, charge and spin), kcal per mole: 133.4
2S+1: 1
Frontier orbital gap, eV: 10.12
Strongest force on any atom, eV/A: 6.25

```
9
Properties=species:S:1:pos:R:3:nbo_charge:R:1
C -1.962 0.147 0.090 -0.205
N -0.708 -0.377 -0.139 -0.141
O 0.397 0.472 -0.251 -0.405
C 1.558 -0.126 0.056 -0.226
H -2.328 1.226 0.087 0.210
H -2.621 -0.958 -0.245 0.228
H 2.169 -0.219 -0.730 0.163
H 1.501 -1.118 0.532 0.202
H 1.994 0.955 0.600 0.174
```


DFT (ωB97M-V/def2-TZVPD) results for one molecule with the formula C2H5NO.

Computed properties:
Calculated total energy, Eh: -209.206641
SMILES string: CC(N)=O
Energy relative to the best compared isomer or geometry (same formula, charge and spin), kcal per mole: 9.8
2S+1: 1
Frontier orbital gap, eV: 10.68
Strongest force on any atom, eV/A: 3.85

```
9
Properties=species:S:1:pos:R:3:nbo_charge:R:1
C -1.115 -0.018 -0.050 -0.727
C 0.293 0.531 -0.045 0.662
N 1.312 -0.390 -0.150 -0.836
O 0.525 1.729 -0.046 -0.600
H -1.180 -1.071 -0.475 0.221
H -1.763 0.696 -0.685 0.252
H -1.506 0.027 1.028 0.244
H 1.163 -1.400 0.237 0.384
H 2.271 -0.104 0.185 0.401
```


DFT (ωB97M-V/def2-TZVPD) results for one molecule with the formula C2H5NO.

Computed properties:
Calculated total energy, Eh: -209.037080
Energy relative to the best compared isomer or geometry (same formula, charge and spin), kcal per mole: 116.2
2S+1: 1
Frontier orbital gap, eV: 9.59
Strongest force on any atom, eV/A: 4.65

```
9
Properties=species:S:1:pos:R:3:nbo_charge:R:1
C -1.593 -0.304 0.767 -0.146
C 0.547 0.384 -0.113 -0.422
N -0.539 -0.458 0.013 -0.113
O -0.365 -1.520 -0.925 -0.595
H -1.096 -2.178 -1.026 0.501
H -1.446 0.687 1.268 0.123
H 1.410 -0.244 -0.037 0.218
H 0.528 0.830 -1.274 0.205
H 0.440 1.181 0.689 0.229
```


DFT (ωB97M-V/def2-TZVPD) results for one molecule with the formula C2H5NO.

Computed properties:
Calculated total energy, Eh: -209.150103
SMILES string: CNC=O
Energy relative to the best compared isomer or geometry (same formula, charge and spin), kcal per mole: 45.3
2S+1: 1
Frontier orbital gap, eV: 10.74
Strongest force on any atom, eV/A: 5.44

```
9
Properties=species:S:1:pos:R:3:nbo_charge:R:1
C -1.060 -0.034 0.027 -0.447
N 0.272 0.562 -0.296 -0.627
C 1.343 -0.325 -0.121 0.511
O 2.520 0.157 0.031 -0.592
H -1.354 -0.256 1.102 0.193
H -1.198 -1.015 -0.603 0.206
H -1.899 0.608 -0.278 0.215
H 0.447 1.644 0.251 0.409
H 0.929 -1.341 -0.114 0.132
```


DFT (ωB97M-V/def2-TZVPD) results for one molecule with the formula C2H5NO2.

Computed properties:
Calculated total energy, Eh: -284.254410
Energy relative to the best compared isomer or geometry (same formula, charge and spin), kcal per mole: 133.6
2S+1: 1
Frontier orbital gap (spin up / spin down), eV: 7.42 / 8.41
Strongest force on any atom, eV/A: 3.45

```
10
Properties=species:S:1:pos:R:3:nbo_charge:R:1
C 1.087 0.303 0.403 -0.081
C -0.401 -0.126 0.403 0.161
N -0.577 -0.632 -0.942 -0.368
O 0.695 -0.418 -1.557 -0.405
O -1.252 0.942 0.654 -0.704
H 1.324 1.340 0.248 0.203
H 1.843 -0.373 0.758 0.199
H -0.607 -0.860 1.196 0.171
H -0.779 -1.629 -0.999 0.346
H -1.334 1.453 -0.165 0.480
```


DFT (ωB97M-V/def2-TZVPD) results for one molecule with the formula C2H5NO2.

Computed properties:
Calculated total energy, Eh: -284.405946
SMILES string: NCC(=O)O
Energy relative to the best compared isomer or geometry (same formula, charge and spin), kcal per mole: 38.5
2S+1: 1
Frontier orbital gap, eV: 10.01
Strongest force on any atom, eV/A: 4.95

```
10
Properties=species:S:1:pos:R:3:nbo_charge:R:1
N -0.079 -0.650 -1.569 -0.839
C 0.319 0.560 -0.805 -0.351
C 0.086 0.166 0.665 0.725
O 0.162 1.012 1.572 -0.606
O -0.568 -0.955 0.750 -0.648
H 0.881 -1.162 -1.805 0.387
H -0.401 -0.256 -2.451 0.408
H -0.230 1.465 -1.094 0.238
H 1.465 0.871 -1.077 0.210
H -0.338 -1.187 -0.322 0.477
```